60
Properties=species:S:1:pos:R:3 method="wB97M-V/def2-TZVPD" smiles="COc1ccc(/C(O)=C2/C(=O)C(=O)N(CCN3CCOCC3)[C@H]2c2ccc(C)cc2)cc1" energy_ev=-39597.0154 gap_ev=8.207 e_above_lowest_ev=2.4580 lumo_ev=-0.39 spin_multiplicity=1
C -6.691 -3.345 -0.876
O -5.633 -2.876 -0.073
C -4.930 -1.794 -0.483
C -5.153 -1.094 -1.668
C -4.369 -0.003 -1.981
C -3.334 0.413 -1.142
C -2.533 1.567 -1.554
O -3.180 2.428 -2.329
C -1.202 1.772 -1.278
C -0.491 2.847 -1.917
O -0.977 3.740 -2.608
C 0.985 2.625 -1.645
O 1.926 3.287 -2.023
N 1.060 1.490 -0.910
C 2.312 0.944 -0.460
C 2.668 -0.349 -1.208
N 3.920 -0.894 -0.718
C 5.081 -0.232 -1.290
C 6.345 -0.776 -0.625
O 6.457 -2.170 -0.796
C 5.326 -2.820 -0.272
C 4.039 -2.327 -0.935
C -0.223 0.945 -0.490
C -0.338 1.112 1.013
C -0.084 0.043 1.863
C -0.131 0.211 3.235
C -0.425 1.449 3.791
C -0.463 1.642 5.275
C -0.666 2.518 2.935
C -0.618 2.356 1.564
C -3.126 -0.283 0.051
C -3.912 -1.365 0.374
H -6.336 -3.667 -1.860
H -7.469 -2.585 -0.998
H -7.105 -4.201 -0.346
H -5.935 -1.390 -2.349
H -4.547 0.536 -2.898
H -2.544 3.144 -2.617
H 2.270 0.740 0.614
H 3.065 1.711 -0.650
H 1.883 -1.088 -1.023
H 2.696 -0.146 -2.291
H 5.014 0.841 -1.110
H 5.141 -0.405 -2.379
H 7.237 -0.340 -1.077
H 6.319 -0.534 0.448
H 5.470 -3.886 -0.455
H 5.260 -2.639 0.812
H 3.183 -2.830 -0.479
H 4.068 -2.576 -2.010
H -0.287 -0.120 -0.749
H 0.141 -0.930 1.448
H 0.065 -0.633 3.881
H 0.451 2.133 5.610
H -0.546 0.688 5.791
H -1.303 2.272 5.560
H -0.891 3.490 3.349
H -0.800 3.200 0.914
H -2.376 0.050 0.747
H -3.764 -1.900 1.298